# 1
C14H15NO3V | ωB97M-V/def2-TZVPD

Its multiplicity is 3. The frontier orbital gap (alpha / beta) comes out at 5.914 / 7.145 eV. As for the HOMO energy (alpha / beta): -2.8 / -4.0 eV. The expectation value of S² is 2.0894. As for the total charge: -1.

```
34
C14H15NO3V (ωB97M-V/def2-TZVPD)
V -0.58281 -0.41871 -2.00183
O -0.12747 0.94541 0.48732
O 0.08217 -1.28011 0.50687
O -0.67753 2.21715 2.50887
N -2.24098 -0.32590 -1.41286
C 0.04039 -0.09380 2.60273
C 0.35959 -1.08453 4.78127
C 0.96993 1.23395 -2.34401
C -0.45598 1.19421 4.62451
C 1.76903 -1.63908 -2.38402
C -1.23180 1.43025 -3.03898
C -0.29457 1.81027 -2.02609
C -0.11496 0.08851 5.38599
C -0.37831 1.12894 3.22337
C 0.81676 0.53177 -3.59269
C 0.55902 -2.19078 -2.76614
C 0.02439 -0.16802 1.10514
C 0.43508 -1.17341 3.38909
C -0.54970 0.58734 -3.97730
H -0.79094 2.13037 5.05962
H 0.16501 -2.21435 -3.79889
H 2.53155 -1.41681 -3.14356
H 2.13090 -1.73226 -1.34999
H 0.09059 -2.96304 -2.12533
H 0.79687 -2.06877 2.87486
H -0.48446 1.89622 1.52323
H 1.62192 0.06922 -4.16316
H 0.65389 -1.94144 5.38264
H -3.08855 -0.47621 -0.83367
H -0.20250 0.14659 6.46802
H -0.97602 0.14188 -4.86390
H 1.90758 1.37824 -1.78922
H -2.26412 1.76309 -3.09905
H -0.49395 2.49382 -1.21283
```

=====

# 2
C4H8O2 | ωB97M-V/def2-TZVPD

The frontier orbital gap comes out at 10.147 eV. As for the HOMO energy: -9.0 eV. The SMILES is C=COOCC.

```
14
C4H8O2 (ωB97M-V/def2-TZVPD)
O 0.72123 -0.59886 0.72831
O 0.33361 0.10044 -0.48223
C 2.26490 1.19643 0.73540
C -0.73900 -0.51858 -1.15199
C -2.04144 -0.65908 -0.38413
C 1.48690 0.33987 1.38447
H 2.38927 1.08630 -0.33407
H -0.86742 0.21476 -1.95596
H -2.83484 -0.92436 -1.09328
H -2.32031 0.28154 0.10081
H 1.30982 0.34215 2.45709
H -1.98605 -1.44357 0.37337
H -0.42551 -1.46813 -1.60266
H 2.70883 2.05108 1.22486
```

=====

# 3
CH2O2 | ωB97M-V/def2-TZVPD

The frontier orbital gap comes out at 11.524 eV. As for the HOMO energy: -11.0 eV. The SMILES is O=CO.

```
5
CH2O2 (ωB97M-V/def2-TZVPD)
O 0.34247 0.57876 -0.83035
O -0.04375 -0.97341 0.65919
C -0.25197 0.12944 0.28844
H -0.86621 0.89804 0.73776
H -0.01175 1.48252 -1.09911
```

=====

# 4
C3H7NO2 | ωB97M-V/def2-TZVPD

The frontier orbital gap comes out at 10.324 eV. As for the HOMO energy: -9.6 eV. The SMILES is CNC(=O)CO.

```
13
C3H7NO2 (ωB97M-V/def2-TZVPD)
O -0.23369 -1.86367 0.24213
O 1.28711 0.79017 -1.63489
N -0.32026 0.41330 0.45899
C -1.27743 0.45141 1.54058
C 0.12941 -0.74413 -0.08392
C 1.18729 -0.54274 -1.16835
H -2.17063 1.01746 1.25396
H 2.16056 -0.79949 -0.73924
H -1.56377 -0.57747 1.76861
H 0.11698 1.26132 0.12808
H 0.98225 -1.26179 -1.97061
H 0.54484 0.94785 -2.23215
H -0.84264 0.90779 2.43680
```